Density functional theory data (wB97M-V/def2-TZVPD) for a structure of composition C45H44ClFN9O8PbS2.

The value obtained for the HOMO energy is -9.832 eV. Its relative energy (zero: lowest compared OMol25 entry of this formula, charge and spin) is 0.000 eV. As for the total charge: +1.

XYZ file:
```
111
C45H44ClFN9O8PbS2 | the OMol25 dataset | wB97M-V/def2-TZVPD
Pb -0.2462 1.5483 1.6694
N -2.7317 5.1819 3.7829
C -1.7724 4.8792 2.8701
S -2.4399 5.1931 1.2438
N -0.5764 4.6632 3.2588
N 0.3407 3.9359 2.5973
C 1.5454 4.3480 2.5776
C 2.5983 3.4963 2.0108
C 3.8489 4.0335 1.7305
C 4.8188 3.2192 1.1739
C 4.5146 1.8911 0.9207
C 3.2431 1.4334 1.2313
N 2.3075 2.2152 1.7635
H -3.6759 5.2746 3.4445
H -2.6620 4.6596 4.6448
H 1.8129 5.3304 2.9600
H 4.0409 5.0779 1.9355
H 5.7999 3.6140 0.9447
H 5.2437 1.2123 0.5009
H 2.9665 0.3988 1.0512
C -1.0567 -7.3986 2.0340
C -0.5322 -6.0260 1.7125
C -1.3376 -4.8990 1.8534
C -0.8642 -3.6363 1.5337
C 0.4365 -3.4995 1.0712
C 1.2643 -4.6047 0.9352
C 0.7745 -5.8603 1.2567
S 1.0020 -1.8999 0.5673
O 0.3098 -1.5711 -0.6587
O 2.4508 -1.9576 0.4992
N 0.4910 -0.8855 1.6704
C 0.8683 -0.8931 2.9833
C 1.4893 -1.9248 3.7066
C 1.6947 -1.7538 5.0570
C 1.3069 -0.5717 5.6885
C 0.7525 0.4165 4.9095
N 0.5443 0.2644 3.5996
H -2.1291 -7.3787 2.2195
H -0.5703 -7.8028 2.9236
H -0.8620 -8.0904 1.2139
H -2.3519 -5.0126 2.2159
H -1.4968 -2.7616 1.6363
H 2.2814 -4.4640 0.5941
H 1.4150 -6.7296 1.1603
H 1.8023 -2.8256 3.2010
H 2.1689 -2.5418 5.6283
H 1.4479 -0.4219 6.7483
H 0.4601 1.3728 5.3274
F 4.4799 0.5968 -2.6557
C 3.2186 0.9844 -2.9785
C 2.6007 1.8992 -2.1786
C 1.2792 2.2528 -2.4197
C 0.6398 3.2372 -1.5213
O 1.2908 3.8242 -0.6698
C -0.7747 3.4236 -1.7751
C -1.3564 2.8324 -2.8565
N -0.7373 1.9886 -3.7018
C -1.4578 1.4597 -4.8371
C -2.8601 0.9778 -4.6497
C -1.7582 -0.0089 -4.8982
C 0.6051 1.6715 -3.4955
C 1.2747 0.7839 -4.3385
C 2.5853 0.4061 -4.0842
N 3.2114 -0.5271 -4.9363
C 2.5122 -1.7582 -5.2387
C 2.9314 -2.8659 -4.2750
N 4.4203 -3.0582 -4.3933
C 5.1628 -1.7820 -4.0887
C 4.6460 -0.6890 -5.0208
C -1.7025 4.2016 -0.9279
O -2.8288 4.4792 -1.2572
O -1.2244 4.4869 0.2994
H 3.1148 2.3123 -1.3221
H -2.4046 3.0138 -3.0503
H -1.2300 1.9663 -5.7680
H -3.5652 1.1836 -5.4414
H -3.2893 0.9964 -3.6574
H -1.7024 -0.5006 -5.8599
H -1.4466 -0.6137 -4.0565
H 0.7720 0.3897 -5.2083
H 2.7328 -2.0575 -6.2706
H 1.4371 -1.6292 -5.1552
H 2.4424 -3.8147 -4.4900
H 2.7247 -2.5722 -3.2449
H 4.6382 -3.3433 -5.3512
H 4.7320 -3.8060 -3.7734
H 6.2273 -1.9647 -4.2292
H 4.9690 -1.5369 -3.0472
H 4.8916 -0.9564 -6.0569
H 5.1593 0.2405 -4.7985
C -5.8224 -0.9764 3.3424
C -5.4686 -0.2875 2.0542
C -6.4741 0.2117 1.2329
C -6.1665 0.8207 0.0318
Cl -7.4476 1.4388 -0.9713
C -4.8560 0.9332 -0.3946
C -3.8459 0.4481 0.4181
C -4.1435 -0.1358 1.6393
O -3.0983 -0.6134 2.4000
C -2.8736 0.0150 3.6665
C -2.9365 1.5510 3.6698
O -3.6951 2.1042 4.4516
O -2.1425 2.1625 2.8574
H -6.8151 -1.4191 3.2732
H -5.8285 -0.2659 4.1718
H -5.1046 -1.7628 3.5720
H -7.5091 0.1173 1.5352
H -4.6348 1.4118 -1.3362
H -2.8073 0.5204 0.1176
H -1.8584 -0.2818 3.9358
H -3.5693 -0.3647 4.4120
```

=====

Density functional theory data (wB97M-V/def2-TZVPD) for a structure of composition C45H44GeN5O3STi.

The value obtained for the HOMO energy (alpha / beta) is -6.069 / -6.626 eV. Its relative energy (zero: lowest compared OMol25 entry of this formula, charge and spin) is 0.670 eV. Its spin multiplicity is 2.

XYZ file:
```
100
C45H44GeN5O3STi | the OMol25 dataset | wB97M-V/def2-TZVPD
Ti 1.2446 -0.8505 1.1367
C 3.6667 2.8727 1.6432
C 3.1494 1.5052 1.3462
N 2.0968 0.9659 1.8981
N 1.4617 1.6222 2.9292
C 0.4735 0.8663 3.3331
O 0.2203 -0.2752 2.7858
C -0.3734 1.3275 4.4533
C -1.4585 0.5473 4.8374
C -2.3006 0.9860 5.8478
C -2.0590 2.2035 6.4691
C -0.9771 2.9843 6.0803
C -0.1346 2.5517 5.0718
C 3.7860 0.6216 0.3830
C 4.9444 0.9262 -0.3351
C 5.5015 -0.0341 -1.1539
C 4.8924 -1.2863 -1.2541
C 3.7242 -1.5077 -0.5548
N 3.1742 -0.5834 0.2417
H 2.9899 3.3755 2.3289
H 4.6600 2.8293 2.0960
H 3.7445 3.4560 0.7221
H -1.6373 -0.3882 4.3232
H -3.1485 0.3818 6.1435
H -2.7178 2.5468 7.2571
H -0.7982 3.9382 6.5601
H 0.6989 3.1552 4.7409
H 5.4074 1.8964 -0.2215
H 6.4129 0.1806 -1.6972
H 5.3159 -2.0751 -1.8600
H 3.2002 -2.4536 -0.6045
O -0.9966 -2.6066 -1.7144
C -0.2602 -2.7425 -0.7417
O 0.6817 -1.8828 -0.4699
C -0.3017 -3.9623 0.1349
C -1.1789 -4.9647 -0.2836
C -1.2886 -6.1618 0.3908
C -0.4989 -6.3652 1.5200
C 0.3652 -5.3794 1.9522
C 0.4897 -4.1523 1.2829
S 1.6391 -3.0298 2.0435
H -1.7784 -4.7577 -1.1600
H -1.9775 -6.9237 0.0508
H -0.5642 -7.2956 2.0705
H 0.9651 -5.5340 2.8395
C 1.9602 -0.0914 -5.5468
C 2.8769 -0.0704 -4.2903
N 2.1641 -0.6235 -3.1592
C 0.8967 0.0578 -2.9453
C -0.0606 -0.2084 -4.1165
N 0.7462 -0.8963 -5.1898
C 1.1547 -2.2537 -4.7090
C 1.9220 -2.0466 -3.3870
H 2.4224 -0.5625 -6.4137
H 1.6106 0.9028 -5.8210
H 3.1636 0.9591 -4.0733
H 3.7867 -0.6484 -4.4571
H 1.0812 1.1263 -2.8186
H 0.4590 -0.3244 -2.0303
H -0.4928 0.6971 -4.5411
H -0.8575 -0.8955 -3.8365
H 0.1585 -0.9944 -6.0136
H 1.7618 -2.7040 -5.4952
H 0.2487 -2.8410 -4.5668
H 2.8749 -2.5768 -3.4170
H 1.3380 -2.4145 -2.5512
C -1.2317 5.1036 2.3551
C -2.1797 4.1353 2.6421
C -2.0797 2.8693 2.0811
C -1.0381 2.5385 1.2178
C -0.0825 3.5264 0.9618
C -0.1749 4.7951 1.5096
Ge -0.8147 0.7525 0.3528
C -2.3640 -0.3120 1.0252
C -2.1940 -1.5176 1.7050
C -3.2728 -2.2922 2.1083
C -4.5652 -1.8604 1.8574
C -4.7657 -0.6572 1.1949
C -3.6779 0.0963 0.7804
C -1.6272 1.2353 -1.4365
C -1.4182 2.4795 -2.0379
C -2.0372 2.8321 -3.2297
C -2.9048 1.9443 -3.8544
C -3.1225 0.6989 -3.2828
C -2.4783 0.3475 -2.1025
H -1.3065 6.0894 2.7979
H -2.9948 4.3626 3.3193
H -2.8168 2.1196 2.3409
H 0.7724 3.2858 0.3327
H 0.5810 5.5412 1.2925
H -1.2016 -1.8754 1.9585
H -3.1005 -3.2310 2.6216
H -5.4118 -2.4566 2.1754
H -5.7726 -0.3105 0.9940
H -3.8562 1.0189 0.2380
H -0.7865 3.2122 -1.5470
H -1.8713 3.8151 -3.6557
H -3.4187 2.2302 -4.7648
H -3.8046 -0.0007 -3.7541
H -2.6542 -0.6350 -1.6801
```

=====

Density functional theory data (wB97M-V/def2-TZVPD) for a structure of composition C45H44IN6P2STl.

The value obtained for the HOMO energy (alpha / beta) is -12.358 / -12.416 eV. Its relative energy (zero: lowest compared OMol25 entry of this formula, charge and spin) is 2.979 eV. As for the total charge: +2.

XYZ file:
```
100
C45H44IN6P2STl | the OMol25 dataset | wB97M-V/def2-TZVPD
Tl -1.6163 -1.1625 -1.0469
C 1.7583 2.9394 -1.1068
N 2.8453 2.0319 -0.5319
C 3.1032 0.8075 -1.2979
P 1.7249 -0.5159 -1.1584
C 2.3258 -1.4265 0.2935
C 2.3921 -2.8193 0.2456
C 3.0089 -3.5562 1.2404
C 3.6619 -2.8867 2.2843
C 3.5493 -1.4990 2.3996
C 2.8067 -0.7828 1.4478
C 2.3297 -1.6811 -2.4277
C 1.5514 -1.7733 -3.6010
C 1.9054 -2.6468 -4.5995
C 3.0795 -3.4330 -4.5161
C 3.8904 -3.3175 -3.3816
C 3.4927 -2.4410 -2.3178
C 3.8179 2.7186 0.1897
C 5.1696 2.7869 -0.2480
C 6.1050 3.6102 0.4067
C 5.7051 4.3352 1.5424
C 4.4138 4.1714 2.0557
C 3.4524 3.4727 1.3647
P 0.1718 2.2062 -0.4900
C -0.2566 3.3298 0.8553
C -0.7091 2.6956 2.0697
C -1.1445 3.4619 3.1137
C -1.4143 4.8257 2.9224
C -1.0102 5.4434 1.7313
C -0.4960 4.6934 0.6683
C -0.8377 2.5570 -1.9461
C -1.9867 3.3447 -1.8271
C -2.7012 3.7810 -2.9287
C -2.2101 3.4483 -4.1994
C -1.0581 2.6697 -4.3599
C -0.3552 2.2556 -3.2433
H 1.8057 3.0658 -2.2080
H 1.8302 3.9002 -0.5987
H 4.0645 0.3461 -0.9441
H 3.1882 1.0441 -2.3602
H 1.9914 -3.3372 -0.6181
H 2.9194 -4.6372 1.1749
H 4.1808 -3.4214 3.0610
H 4.0923 -0.9625 3.1858
H 2.6165 0.2957 1.5210
H 0.6965 -1.1157 -3.7602
H 1.2264 -2.7831 -5.4586
H 3.4201 -4.0062 -5.3811
H 4.8072 -3.9148 -3.2322
H 4.1194 -2.4407 -1.4138
H 5.4319 2.2188 -1.1231
H 7.1386 3.7377 0.0167
H 6.3763 5.0292 2.0415
H 4.1962 4.7481 3.0002
H 2.4378 3.4225 1.6894
H -0.6188 1.6146 2.1294
H -1.2852 2.9982 4.0780
H -2.0485 5.3913 3.6209
H -1.1576 6.5212 1.5858
H -0.4052 5.1280 -0.3041
H -2.3572 3.6183 -0.8313
H -3.6204 4.3302 -2.8208
H -2.7757 3.7863 -5.0624
H -0.7066 2.4256 -5.3565
H 0.5351 1.6589 -3.2735
C -4.9474 1.6994 0.8691
N -4.8230 0.2697 1.0000
C -4.9802 -0.3843 2.2165
C -4.9290 -1.7139 1.9823
N -4.5829 -1.8798 0.6298
C -4.5332 -0.6289 -0.0039
S -4.4559 -0.2781 -1.6148
C -4.2187 -3.1134 -0.0626
C -5.1231 -4.1605 0.0386
C -4.7340 -5.4148 -0.4988
C -3.5345 -5.5260 -1.1383
C -2.6036 -4.3723 -1.3369
N -3.0303 -3.1674 -0.5854
H -4.8729 1.9710 -0.1675
H -4.1858 2.2057 1.4647
H -5.9086 2.0715 1.2592
H -5.0085 0.2609 3.1204
H -5.0638 -2.5545 2.6580
H -6.1150 -3.9979 0.4007
H -5.3966 -6.2825 -0.3217
H -3.2426 -6.4896 -1.4955
H -2.6599 -4.1719 -2.4056
N 0.3922 -1.3382 3.7955
C -0.3332 -1.3794 4.9561
C -1.6142 -1.8788 4.6269
C -1.5498 -2.1290 3.2382
N -0.3207 -1.8110 2.7617
H 1.3620 -1.0107 3.6668
H 0.0341 -1.0862 5.9447
H -2.4526 -2.0095 5.2992
H -2.2674 -2.5981 2.5852
I -0.1323 -5.6828 -2.6956
C -1.1076 -4.6463 -1.0765
H -1.0793 -5.3575 -0.2297
H -0.5465 -3.7215 -0.8419
```

=====

Density functional theory data (wB97M-V/def2-TZVPD) for a structure of composition C45H45CoN6O2Si.

The value obtained for the HOMO energy (alpha / beta) is -2.914 / -2.933 eV. Its spin multiplicity is 2. As for the total charge: -1.

XYZ file:
```
100
C45H45CoN6O2Si | the OMol25 dataset | wB97M-V/def2-TZVPD
Co -1.5339 -0.1054 0.2458
N -4.1287 -9.7745 -1.3254
C -3.7569 -8.6927 -1.2191
C -3.2904 -7.3310 -1.0876
C -3.1015 -6.7693 0.1693
C -2.6831 -5.4551 0.2861
C -2.4532 -4.6614 -0.8400
C -2.6154 -5.2526 -2.0958
C -3.0290 -6.5664 -2.2222
C -2.0583 -3.2450 -0.6791
C -2.7450 -2.2173 -1.4202
C -3.7585 -2.3485 -2.3863
C -4.0398 -1.0633 -2.8617
C -3.2147 -0.1951 -2.1498
N -2.4402 -0.8744 -1.2798
C -0.9995 -2.9716 0.1596
C -0.0166 -3.8885 0.6961
C 0.9598 -3.1340 1.2726
C 0.5768 -1.7592 1.0944
N -0.5931 -1.6923 0.4635
H -3.2946 -7.3640 1.0520
H -2.5571 -5.0130 1.2663
H -2.3748 -4.6765 -2.9798
H -3.1406 -7.0145 -3.2008
H -4.2390 -3.2634 -2.6965
H -4.7540 -0.7849 -3.6236
H -3.1707 0.8827 -2.2050
H -0.0359 -4.9644 0.6040
H 1.8657 -3.4828 1.7448
H 1.0283 -0.8754 1.5160
O -2.2315 1.6199 -0.0741
C -3.0841 2.3244 0.5955
C -3.6697 3.4595 -0.0230
C -4.5604 4.2695 0.6370
C -4.9282 3.9987 1.9624
C -4.3753 2.9030 2.5851
C -3.4595 2.0591 1.9400
C -2.8891 0.9176 2.6481
N -2.1078 -0.0273 2.1503
C -1.8152 -0.9091 3.1747
C -2.4182 -0.4887 4.3107
N -3.0927 0.6666 3.9650
H -3.3795 3.6586 -1.0490
H -4.9876 5.1250 0.1256
H -5.6360 4.6307 2.4837
H -4.6742 2.6909 3.6079
H -1.1981 -1.7793 3.0154
H -2.4376 -0.8991 5.3057
H -3.6287 1.2434 4.5837
C 2.2325 -1.2982 -0.8221
Si 2.9677 0.2766 -0.4163
C 2.1820 1.3395 0.9755
N 0.7523 1.7580 0.9732
C 0.3011 2.0404 2.3405
C 0.9648 3.2650 2.9727
C 0.8520 4.4879 2.0303
C -0.0032 4.1566 0.8059
C 0.5329 2.9272 0.0784
C 3.3977 1.3878 -1.8923
C 3.5553 2.7740 -1.8392
C 3.8615 3.5184 -2.9738
C 4.0322 2.8821 -4.1970
C 3.9034 1.4992 -4.2711
C 3.5863 0.7670 -3.1327
C 4.6404 -0.1559 0.3912
C 4.6604 -0.9054 1.5765
C 5.8507 -1.3363 2.1506
C 7.0642 -1.0233 1.5491
C 7.0724 -0.2805 0.3754
C 5.8753 0.1460 -0.1916
H 2.7855 -2.2038 -0.5921
H 1.4215 -1.4181 -1.5376
H 2.8277 2.2267 1.1267
H 2.3422 0.7147 1.8640
H 0.4774 1.1540 2.9548
H -0.7783 2.1961 2.3194
H 2.0127 3.0446 3.1833
H 0.4850 3.4639 3.9353
H 1.8481 4.7866 1.6883
H 0.4316 5.3443 2.5610
H 0.0010 4.9942 0.1036
H -1.0435 4.0047 1.1028
H 1.4867 3.1978 -0.3793
H -0.1372 2.6586 -0.7336
H 3.4557 3.2955 -0.8921
H 3.9631 4.5956 -2.9043
H 4.2655 3.4587 -5.0846
H 4.0419 0.9920 -5.2198
H 3.4638 -0.3118 -3.1957
H 3.7190 -1.1778 2.0513
H 5.8334 -1.9184 3.0660
H 7.9952 -1.3597 1.9904
H 8.0153 -0.0342 -0.1011
H 5.9014 0.7207 -1.1129
C -0.5010 1.5168 -3.8320
O 0.0941 1.1519 -2.6007
H -1.2061 0.7604 -4.1893
H 0.3062 1.6148 -4.5574
H -1.0240 2.4796 -3.7674
H -0.5988 0.9158 -1.9727
```